Here is a cluster of 4 separate species, H8O4 in total from OMol25. Energies are from ωB97M-V with the def2-TZVPD basis set.

Computed properties:
- orbital gap (eV) = 11.62
- energy relative to the best compared isomer or geometry (same formula, charge and spin) (kcal/mol) = 26.2
- SMILES = O.O.O.O
- multiplicity = 1
- LUMO energy (eV) = 0.32

Each line ends with the natural charge from an NBO analysis.
Geometry (Å):
O  -3.330  -0.349  3.437  -0.937
H  -2.796  -0.614  2.689  0.472
H  -3.773  0.448  3.146  0.464
O  -1.354  -2.053  -0.325  -0.940
H  -1.638  -2.513  -1.115  0.469
H  -0.656  -1.470  -0.624  0.470
O  2.453  1.791  1.476  -0.933
H  1.855  2.372  1.005  0.466
H  2.715  1.139  0.826  0.467
O  1.975  0.167  -3.279  -0.939
H  2.925  0.273  -3.335  0.470
H  1.625  0.807  -3.900  0.470